Entry 1:
ORCA calculation (wB97M-V/def2-TZVPD) on a cluster of 2 separate species, C3H10NO in total.

Geometry as XYZ:
```
15
Properties=species:S:1:pos:R:3:forces:R:3:nbo_charge:R:1
C 0.272 1.193 -1.525 0.504 0.954 0.328 -0.631
C -0.763 0.232 -0.971 0.014 0.507 -0.750 -0.245
C 0.112 -1.806 -0.030 -0.035 -0.506 -0.152 0.118
N -0.187 -0.585 0.096 0.177 -0.269 -0.502 -0.384
H 0.537 1.955 -0.784 -0.038 -0.154 0.075 0.226
H 1.211 0.746 -1.841 -0.112 -0.399 -0.044 0.228
H -0.110 1.768 -2.367 -0.264 -0.245 -0.058 0.255
H -1.598 0.805 -0.576 -0.072 -0.129 0.234 0.240
H -1.142 -0.394 -1.777 0.014 -0.350 0.245 0.226
H 0.585 -2.353 0.777 0.019 0.201 0.139 0.232
H -0.104 -2.338 -0.950 -0.092 0.112 -0.026 0.219
H 0.094 -0.132 0.976 -0.169 0.229 0.390 0.469
H 1.131 0.486 3.096 -0.184 -0.069 -0.144 0.511
H -0.383 0.258 3.248 -0.139 0.023 0.143 0.506
O 0.345 0.166 2.628 0.379 0.095 0.122 -0.971
```
Forces are in eV/Å.

HOMO-LUMO gap = 0.4447 Ha
LUMO level = -4.544 eV
Total energy = -250.04224 Eh
Net charge = +1

Entry 2:
ORCA calculation (wB97M-V/def2-TZVPD) on a cluster of 10 separate species, C30H54O30 in total.

Geometry as XYZ:
```
114
Properties=species:S:1:pos:R:3:forces:R:3:mulliken_charge:R:1
C 1.735 -2.496 3.851 -3.820 -0.124 -0.200 0.317
C 2.583 -1.656 3.014 2.939 -1.221 -0.543 0.120
O 3.651 -1.466 3.985 0.835 1.389 -1.446 -0.383
C 3.150 -1.449 5.202 1.479 1.266 4.736 0.640
O 3.755 -0.996 6.212 -2.708 -1.961 -4.015 -0.596
O 1.904 -2.037 5.199 1.262 0.346 -0.438 -0.324
H 1.804 -3.578 3.738 0.814 0.076 0.300 0.194
H 0.726 -2.273 3.505 -0.485 -0.162 0.611 -0.134
H 2.253 -0.761 2.487 -0.392 0.439 1.026 0.017
H 3.024 -2.255 2.217 0.110 -0.092 -0.046 0.190
C -3.958 -1.160 1.690 -0.539 -0.755 0.169 -0.168
C -4.175 -1.551 3.157 -1.080 -1.356 -0.855 -0.470
O -4.466 -0.276 3.736 -0.391 -2.166 2.327 -0.355
C -3.825 0.609 3.070 1.625 6.770 -0.833 0.642
O -3.515 1.778 3.399 -1.160 -4.162 -0.443 -0.597
O -3.620 0.208 1.809 0.841 -0.365 -1.060 -0.047
H -4.910 -1.302 1.179 -0.162 0.533 -0.161 0.408
H -3.250 -1.744 1.101 0.479 0.298 0.475 0.082
H -3.418 -2.157 3.654 0.547 0.810 0.108 0.203
H -5.058 -2.189 3.209 -0.223 0.315 0.235 0.400
C 1.097 -1.394 -1.073 0.524 0.913 -1.157 0.865
C 0.859 0.086 -0.833 1.513 0.817 -2.383 -0.100
O 0.326 0.150 0.397 -1.983 -0.431 3.445 0.748
C -0.122 -1.046 0.778 0.255 -1.059 1.876 -0.040
O -0.668 -1.238 1.847 0.388 -0.090 -1.840 -0.387
O 0.295 -2.032 -0.107 -1.185 0.940 1.392 -0.351
H 2.156 -1.579 -0.890 -0.170 -0.521 -0.150 -0.250
H 0.782 -1.617 -2.092 0.291 -0.539 0.194 -0.322
H 0.152 0.567 -1.509 0.399 -0.072 -0.462 -0.146
H 1.801 0.627 -0.742 -0.054 0.198 -0.877 0.006
C -1.333 -3.380 -2.860 -1.689 -0.668 1.221 -0.718
O -0.760 -2.770 -3.983 0.720 -0.016 -0.759 -0.203
C -0.177 -3.557 -4.878 1.876 -4.009 -1.689 0.903
O 0.036 -4.808 -4.832 -1.261 4.364 0.668 -0.660
O 0.235 -2.825 -5.948 -0.974 -0.336 1.291 -0.256
C 0.889 -3.536 -6.991 1.129 -0.278 -0.926 -0.770
H -0.825 -4.233 -2.411 0.681 0.337 -0.305 0.366
H -2.331 -3.763 -3.077 -0.056 -0.109 -0.553 0.399
H -1.554 -2.614 -2.117 0.618 0.147 -0.060 0.091
H 0.823 -2.937 -7.899 -0.266 0.194 0.243 0.349
H 0.554 -4.545 -7.233 -0.743 0.168 0.516 0.354
H 1.950 -3.671 -6.781 -0.081 0.307 0.337 0.229
C -2.186 2.422 -0.442 -1.069 0.220 0.054 0.361
O -3.315 2.146 -1.308 -0.319 0.031 -1.112 -0.376
C -4.546 2.562 -0.927 1.185 1.094 4.585 0.759
O -4.758 3.157 0.152 0.205 -1.249 -3.067 -0.599
O -5.429 2.117 -1.767 -0.019 -0.976 -1.760 -0.366
C -6.819 2.178 -1.548 -0.883 0.688 0.639 -0.645
H -1.245 2.117 -0.902 -0.429 -0.263 -0.478 -0.149
H -2.390 1.809 0.436 0.389 0.663 0.341 -0.237
H -2.123 3.501 -0.304 -0.102 -0.215 0.627 0.376
H -7.149 3.217 -1.541 -0.002 0.007 0.115 0.299
H -7.127 1.708 -0.614 0.338 0.082 0.176 0.284
H -7.361 1.662 -2.341 0.607 -0.020 -0.223 0.240
C 0.170 7.040 2.030 0.869 -0.390 0.943 -0.771
O -0.411 5.769 1.752 -0.693 -2.381 -0.649 -0.216
C -0.212 4.589 2.506 2.436 4.374 2.442 0.433
O 0.431 4.663 3.561 -1.286 -0.774 -2.079 -0.630
O -0.746 3.546 1.962 -0.825 0.530 -0.502 0.251
C -0.635 2.344 2.712 0.991 -1.396 -0.283 -0.760
H -0.222 7.463 2.955 -0.343 0.091 -0.216 0.325
H 0.054 7.692 1.164 -0.676 -0.261 0.062 0.254
H 1.249 7.019 2.179 0.157 -0.592 0.065 0.315
H -1.214 1.599 2.167 -0.236 0.297 0.393 -0.224
H -0.861 2.386 3.777 -0.418 0.521 -0.316 0.569
H 0.400 2.015 2.617 0.225 -0.007 0.175 0.339
C 3.242 -3.680 -2.449 -1.528 0.721 3.039 -0.398
O 3.036 -3.818 -3.771 2.188 -3.187 -4.458 0.047
C 3.468 -5.092 -4.264 -1.399 -0.399 1.721 0.512
O 3.799 -6.062 -3.581 -0.267 2.541 -1.350 -0.588
O 3.244 -5.085 -5.561 0.554 -0.164 -0.153 -0.227
C 3.533 -6.306 -6.293 -0.542 0.493 -0.097 -0.718
H 3.953 -4.342 -1.954 0.215 0.124 -0.417 0.450
H 2.244 -3.908 -2.076 0.006 -0.098 1.215 0.270
H 3.386 -2.618 -2.249 0.500 -0.142 0.045 -0.254
H 3.110 -6.109 -7.278 0.238 0.015 -0.003 0.225
H 2.983 -7.151 -5.880 0.327 0.072 0.283 0.333
H 4.610 -6.461 -6.360 -0.165 -0.133 0.156 0.308
C 0.434 0.470 -4.613 -1.238 1.753 -2.260 -0.953
O 1.404 0.101 -3.754 5.242 -0.954 2.245 0.303
C 2.764 0.325 -4.071 0.532 -0.196 -0.861 0.318
O 3.238 0.887 -5.045 -1.579 -0.839 1.842 -0.567
O 3.545 -0.317 -3.134 -3.782 0.664 0.538 0.083
C 4.918 -0.184 -3.056 1.712 -0.036 -1.456 -0.914
H 0.301 1.552 -4.602 -0.140 0.238 0.184 0.367
H -0.502 0.010 -4.296 0.190 -0.247 -0.304 0.214
H 0.748 0.258 -5.635 -0.510 -0.455 -0.152 0.319
H 5.330 0.825 -3.069 -0.564 0.281 0.181 0.328
H 5.310 -0.656 -3.957 0.474 -0.155 0.072 0.328
H 5.290 -0.708 -2.177 -0.359 -0.009 -0.023 0.266
C 0.109 6.039 -1.716 0.396 0.214 0.532 -0.475
O 0.720 4.900 -2.312 0.235 -0.791 -0.871 -0.352
C 1.672 4.140 -1.754 -1.173 0.893 1.835 0.809
O 2.128 3.186 -2.301 0.490 -0.351 0.007 -0.574
O 1.918 4.568 -0.468 -0.327 -0.498 -0.175 -0.282
C 2.687 3.736 0.433 0.414 0.145 -0.372 -0.486
H -0.531 5.783 -0.871 0.228 -0.197 0.117 0.125
H -0.522 6.505 -2.474 0.324 -0.112 -0.117 0.301
H 0.918 6.696 -1.397 -0.343 0.309 0.088 0.290
H 2.207 2.826 0.794 -0.473 -0.223 -0.823 -0.065
H 2.839 4.256 1.379 0.105 0.673 -0.442 0.297
H 3.631 3.520 -0.069 0.034 -0.211 0.334 0.394
C -2.866 -0.256 9.660 0.350 -1.321 0.217 -0.638
O -2.367 0.247 8.453 0.202 2.594 -1.741 -0.348
C -1.823 -0.527 7.526 0.687 -0.018 -0.560 0.662
O -1.630 -1.690 7.666 -0.074 -1.661 0.052 -0.544
O -1.427 0.154 6.414 -1.019 1.690 1.473 -0.209
C -1.123 -0.521 5.233 0.261 -1.640 -0.795 -0.255
H -3.029 0.534 10.393 0.163 0.249 -0.502 0.219
H -2.101 -0.939 10.030 -0.388 -0.284 0.374 0.321
H -3.808 -0.763 9.454 0.051 -0.190 0.249 0.270
H -0.767 0.113 4.421 0.057 0.703 0.658 -0.198
H -1.990 -1.010 4.788 -0.271 -0.093 0.367 -0.017
H -0.364 -1.289 5.384 -0.039 0.023 0.213 0.627
```
Forces are in eV/Å.

HOMO-LUMO gap = 0.3844 Ha
LUMO level = 0.028 eV
Total energy = -3432.62343 Eh
Net charge = 0

Entry 3:
ORCA calculation (wB97M-V/def2-TZVPD) on a cluster of 2 separate species, C4H13NOS2 in total.

Geometry as XYZ:
```
21
Properties=species:S:1:pos:R:3:forces:R:3:nbo_charge:R:1
C 0.482 -2.231 -0.449 -0.481 -0.556 -0.216 -0.069
O 0.430 -1.982 0.977 0.273 -0.873 -0.748 -0.735
C 0.620 -0.916 -1.188 -0.073 0.639 0.710 -0.236
N 0.760 -1.157 -2.637 1.558 0.933 -0.791 -0.839
H 1.381 -2.804 -0.709 -0.133 -0.289 0.189 0.153
H -0.426 -2.802 -0.804 0.845 0.545 0.399 0.167
H 0.676 -2.818 1.410 -0.185 0.547 -0.195 0.473
H -0.278 -0.293 -0.929 0.895 -0.399 -0.692 0.190
H 1.517 -0.428 -0.735 -0.672 -0.004 -0.284 0.178
H 1.665 -1.691 -2.769 -1.385 0.736 0.111 0.348
H 0.939 -0.240 -3.171 -0.488 -1.767 1.302 0.365
C -1.040 3.029 0.143 -0.133 0.940 -0.419 -0.766
S 0.609 2.240 0.159 -0.379 0.554 -0.860 0.073
S 0.701 1.456 2.004 0.020 -0.070 1.030 0.090
C -0.775 0.407 2.084 -0.354 -0.536 0.091 -0.757
H -1.802 2.238 -0.021 0.336 0.746 0.212 0.217
H -1.173 3.578 1.095 -0.124 -0.488 -0.438 0.229
H -1.105 3.817 -0.681 0.236 -1.255 0.892 0.235
H -0.941 0.078 1.046 -0.063 -0.266 0.683 0.227
H -0.582 -0.482 2.770 -0.304 1.271 -1.009 0.246
H -1.658 0.999 2.403 0.612 -0.409 0.034 0.210
```
Forces are in eV/Å.

HOMO-LUMO gap = 0.3255 Ha
LUMO level = 0.771 eV
Total energy = -1086.53088 Eh
Net charge = 0

Number 1: highest occupied orbital energy -0.6117 Ha. Number 2: highest occupied orbital energy -0.3834 Ha. Number 3: highest occupied orbital energy -0.2971 Ha.